# 1
One molecule with the formula C10H9F4N at a distorted geometry. Source: the OMol25 dataset; level of theory: ωB97M-V with the def2-TZVPD basis set.

Output
Spin multiplicity: 1
Kohn-Sham gap (eV): 10.43
HOMO (eV): -9.7137
Structure (SMILES): C=CC[C@](F)(c1ccccn1)C(F)(F)F

Atoms and positions in Å:
C (-2.06709, -1.34937, -1.24539)
C (-1.69448, -1.99858, -0.16625)
C (-0.25166, -2.03551, 0.25685)
C (0.12516, -0.70267, 1.06208)
F (-0.73080, -0.53491, 2.08449)
C (0.25354, 0.50615, 0.21508)
C (0.09476, 1.79426, 0.73642)
C (0.19829, 2.89917, -0.06479)
C (0.42532, 2.67605, -1.41708)
C (0.51005, 1.38380, -1.92580)
N (0.49112, 0.35128, -1.03957)
C (1.54181, -0.96855, 1.69378)
F (1.84543, -0.02184, 2.53318)
F (2.60136, -1.00123, 0.81368)
F (1.52516, -2.13313, 2.40711)
H (-3.15678, -1.11456, -1.51130)
H (-1.42394, -0.91529, -1.95108)
H (-2.36336, -2.32261, 0.52419)
H (0.47532, -1.98824, -0.62569)
H (0.08666, -3.03837, 0.69712)
H (0.15533, 1.94206, 1.79273)
H (0.15572, 3.92812, 0.20314)
H (0.37159, 3.60837, -2.15737)
H (0.83148, 1.03562, -2.91555)

***

# 2
C15H26F6NO3P2Pb as an isolated structure at a distorted geometry. Source: the OMol25 dataset; level of theory: ωB97M-V with the def2-TZVPD basis set.

Output
Spin multiplicity: 1
Kohn-Sham gap (alpha / beta) (eV): 4.69 / 4.69
HOMO (alpha / beta) (eV): -18.9328 / -18.9330
Net charge: +3

Atoms and positions in Å:
Pb (0.10979, 0.59896, 0.75558)
P (1.13815, -1.80579, 1.28660)
C (2.09472, -2.07568, -0.12924)
C (1.67923, -1.59199, -1.41900)
N (0.84464, -0.49963, -1.54169)
C (0.41993, -0.08925, -2.73783)
C (0.81034, -0.71679, -3.91510)
C (1.66538, -1.81695, -3.86139)
C (2.08545, -2.24417, -2.60790)
C (-0.51648, 1.09342, -2.88165)
P (-0.46533, 2.24230, -1.44681)
H (2.75233, -3.09611, -2.48254)
H (0.44647, -0.32363, -4.85365)
H (2.00242, -2.30926, -4.77806)
H (-0.19522, 1.68019, -3.75907)
H (-1.54731, 0.70031, -2.98074)
H (4.15159, -0.78468, -0.14008)
H (2.78649, -2.92080, -0.13501)
H (3.93456, 1.52036, 0.59375)
O (4.65833, 0.01219, 0.11910)
H (5.59433, -0.22115, -0.00139)
H (0.92479, 1.85688, 1.90667)
O (3.21341, 2.09026, 0.98638)
H (3.11356, 2.87088, 0.42685)
C (0.93913, 3.35607, -1.78963)
H (0.74237, 3.92588, -2.70705)
H (1.07218, 4.03822, -0.93691)
H (1.87126, 2.78526, -1.88960)
C (-1.94036, 3.30392, -1.52289)
H (-1.91855, 4.03784, -0.70303)
H (-1.93798, 3.80944, -2.50030)
H (-2.86590, 2.72893, -1.37694)
C (-0.02457, -3.14272, 1.67293)
H (0.53181, -4.07413, 1.87281)
H (-0.61955, -2.86642, 2.55584)
H (-0.75084, -3.30860, 0.86285)
C (2.15164, -1.45986, 2.75508)
H (1.46637, -1.26455, 3.59976)
H (2.78950, -2.33053, 2.97748)
H (2.77558, -0.56622, 2.58479)
C (-2.41568, -0.14687, 3.16916)
C (-2.88352, -0.27013, 1.71823)
O (-1.85219, -0.45190, 0.82011)
C (-3.88222, -1.52228, 1.70589)
F (-4.82914, -1.38998, 2.69609)
F (-4.53238, -1.71749, 0.53910)
F (-3.15546, -2.65246, 1.99657)
C (-3.71801, 1.02139, 1.32479)
F (-4.78791, 1.25162, 2.14364)
F (-2.88583, 2.11995, 1.43845)
F (-4.16071, 0.99068, 0.04084)
H (-1.93693, -1.09423, 3.46043)
H (-3.26565, 0.04936, 3.83765)
H (-1.67802, 0.66994, 3.25008)